C46H126N4O19 | ωB97M-V/def2-TZVPD

Cartesian coordinates (Å):
C: 0.9528 3.9535 -2.3647
C: 2.1811 4.7401 -1.9323
O: 3.2831 3.8564 -1.8595
H: 0.0798 4.5974 -2.2419
H: 0.8925 3.0253 -1.7969
H: 0.9038 3.6451 -3.4128
H: 1.9711 5.1438 -0.9337
H: 2.3759 5.5686 -2.6193
H: 4.1107 4.3417 -1.8950
C: 0.8529 5.4558 4.3974
C: 1.8284 4.6653 3.5339
O: 1.2193 3.9282 2.4948
H: 0.2336 6.0361 3.7085
H: 1.3727 6.0808 5.1199
H: 0.1767 4.7894 4.9348
H: 2.3706 3.9308 4.1354
H: 2.6239 5.3355 3.1866
H: 0.8436 4.5405 1.8537
C: 5.4893 -0.8431 2.1832
C: 4.0505 -0.3647 2.1605
O: 3.4014 -1.0178 1.0822
H: 5.8644 -0.9648 1.1626
H: 5.5971 -1.8370 2.6187
H: 6.1701 -0.1298 2.6487
H: 4.0274 0.7262 2.0576
H: 3.6099 -0.5715 3.1423
H: 2.4530 -0.7789 1.1651
C: 4.4302 2.2213 6.3644
C: 3.9321 2.8970 7.6461
O: 5.0038 2.9512 8.5543
H: 3.7628 2.2470 5.5039
H: 4.7640 1.1909 6.5008
H: 5.3344 2.7767 6.0997
H: 2.9887 2.4865 8.0266
H: 3.6082 3.9005 7.3230
H: 4.6220 3.2824 9.3766
C: -1.1152 -2.1228 9.1891
C: -1.0168 -1.9004 7.7107
O: -1.2367 -0.5191 7.3861
H: -0.4220 -1.4705 9.7207
H: -0.7926 -3.1339 9.4613
H: -2.1298 -2.0939 9.5882
H: -1.8342 -2.4001 7.1807
H: -0.0331 -2.2543 7.3866
H: -1.0933 -0.4247 6.4356
C: 4.1294 -4.8611 -2.6094
C: 3.4818 -6.2341 -2.3694
O: 4.3472 -7.2368 -2.8604
H: 5.1535 -4.9771 -2.2653
H: 3.5688 -4.0814 -2.1041
H: 4.1153 -4.6647 -3.6811
H: 2.4350 -6.2899 -2.7036
H: 3.3147 -6.3338 -1.2857
H: 4.0623 -8.0776 -2.4914
C: 2.6133 0.8425 -4.2536
C: 3.0302 1.4282 -5.6186
O: 1.8191 1.7341 -6.3218
H: 2.5631 1.6643 -3.5376
H: 3.3409 0.1081 -3.9138
H: 1.6023 0.4417 -4.3239
H: 3.6092 0.6812 -6.1635
H: 3.5466 2.3728 -5.4401
H: 2.0378 1.8806 -7.2475
C: 2.2579 -4.2272 2.3040
C: 2.4108 -4.1022 0.7790
O: 3.7292 -3.7522 0.4258
H: 1.2828 -4.5892 2.6344
H: 2.3840 -3.2349 2.7406
H: 3.0302 -4.9409 2.5835
H: 1.6616 -3.4809 0.2740
H: 2.1889 -5.0887 0.3462
H: 3.7408 -2.7794 0.4401
C: -2.8804 -1.6106 -0.8220
C: -3.3505 -0.2095 -0.5224
O: -3.8089 -0.0272 0.8063
H: -2.2769 -1.6357 -1.7333
H: -3.5982 -2.4291 -0.8950
H: -2.1731 -1.9246 -0.0483
H: -4.0430 0.1876 -1.2772
H: -2.5353 0.5007 -0.6919
H: -4.7064 -0.3593 0.9014
C: 0.2904 1.5309 9.9554
C: 1.5953 1.8268 10.6577
O: 1.8504 3.2304 10.8609
H: 0.3475 1.4755 8.8675
H: -0.4882 2.2719 10.1446
H: -0.0668 0.5644 10.3105
H: 2.4742 1.3939 10.1793
H: 1.6224 1.4083 11.6712
H: 1.1941 3.5284 11.4962
C: -1.7935 -5.2131 -1.0482
C: -1.4249 -6.1885 -2.1459
O: -2.4789 -7.1911 -2.1599
H: -2.5837 -4.4935 -1.2431
H: -0.8909 -4.6770 -0.7393
H: -2.0944 -5.8075 -0.1829
H: -0.5353 -6.7576 -1.8682
H: -1.3680 -5.7129 -3.1249
H: -2.2889 -7.7588 -2.9138
C: 0.5224 -1.6280 -2.3437
O: 0.3014 -1.1794 -1.0269
C: 0.6652 0.1880 -0.9877
C: 0.3017 0.8190 0.3525
N: 0.6766 -0.0264 1.4976
C: 0.0779 0.5601 2.7117
C: 0.7645 0.0324 3.9685
O: 0.0706 0.4988 5.1222
C: 0.5786 1.7571 5.5543
H: -0.1900 -1.3122 -3.1123
H: 0.5192 -2.7222 -2.3182
H: 1.5146 -1.4242 -2.7644
H: 0.1569 0.7726 -1.7669
H: 1.7369 0.3175 -1.1823
H: -0.7691 1.0479 0.3583
H: 0.8818 1.7409 0.4234
H: 0.1842 -0.9118 1.3828
H: -1.0124 0.5270 2.6996
H: 0.3889 1.6121 2.6954
H: 1.8330 0.2393 3.9558
H: 0.6202 -1.0541 3.9983
H: -0.2264 2.4962 5.6147
H: 1.2831 2.2698 4.8976
H: 1.0252 1.6236 6.5405
C: -5.3404 3.1559 7.1187
O: -5.5714 2.4125 5.9327
C: -4.5310 2.5446 5.0051
C: -4.9892 1.8780 3.7048
N: -5.0727 0.4072 3.8080
C: -3.7629 -0.2379 3.7398
C: -3.9807 -1.7580 3.8478
O: -2.9522 -2.5144 4.4419
C: -1.7589 -2.5029 3.7128
H: -5.0379 4.1859 6.9245
H: -4.6405 2.5705 7.7227
H: -6.2700 3.2075 7.6870
H: -3.5914 2.1138 5.3832
H: -4.2473 3.5851 4.7879
H: -4.4214 2.1200 2.8062
H: -6.0062 2.2483 3.5494
H: -5.4050 0.2746 4.7607
H: -3.1683 0.1238 4.5942
H: -3.2197 0.0280 2.8348
H: -4.0925 -2.1335 2.8145
H: -4.9753 -1.9972 4.2242
H: -1.5961 -3.3641 3.0443
H: -0.9727 -2.6757 4.4549
H: -1.5450 -1.6289 3.0965
C: 0.7632 -0.0837 -12.5784
O: 1.0459 0.0455 -11.2010
C: -0.0957 -0.3271 -10.4216
C: 0.2831 -0.2290 -8.9527
N: 0.3387 -1.5264 -8.2945
C: 0.9022 -1.4126 -6.9586
C: 0.7789 -2.7251 -6.1968
O: -0.4762 -2.7351 -5.5242
C: -1.0743 -3.9915 -5.4148
H: -0.0365 0.6010 -12.8760
H: 0.4481 -1.1149 -12.7891
H: 1.6500 0.0492 -13.1947
H: -0.5131 -1.3025 -10.6884
H: -0.8509 0.4218 -10.6951
H: -0.4023 0.4574 -8.4505
H: 1.2444 0.3002 -8.8762
H: 0.9477 -2.1785 -8.7768
H: 0.4147 -0.6514 -6.3471
H: 1.9543 -1.0834 -6.9703
H: 1.4981 -2.7278 -5.3744
H: 0.9493 -3.5598 -6.8819
H: -1.4458 -4.3217 -6.3960
H: -1.9725 -3.9753 -4.7944
H: -0.3976 -4.7608 -5.0249
C: -3.5610 5.1635 -6.6717
O: -2.8441 5.4697 -5.5081
C: -1.5573 4.9110 -5.4683
C: -1.4093 3.4355 -5.8660
N: -2.0579 2.4991 -4.9986
C: -1.7675 1.1247 -5.3651
C: -2.5268 0.1836 -4.4416
O: -3.9169 0.3440 -4.7531
C: -4.5353 -0.8881 -5.0310
H: -4.4616 5.7739 -6.6996
H: -3.8145 4.1031 -6.7702
H: -2.9904 5.4278 -7.5749
H: -1.1829 4.9420 -4.4437
H: -0.8120 5.4508 -6.0684
H: -0.3225 3.3040 -5.7765
H: -1.5870 3.2447 -6.9391
H: -3.0388 2.6397 -4.8086
H: -0.6952 0.9168 -5.3837
H: -2.1243 0.9754 -6.3991
H: -2.4512 0.4761 -3.3892
H: -2.0462 -0.7975 -4.5031
H: -3.9744 -1.4139 -5.8170
H: -5.5328 -0.7315 -5.4448
H: -4.6526 -1.6210 -4.2236

Output
- HOMO energy: -8.562 eV
- HOMO-LUMO gap: 8.89 eV
- Charge: 0

Results of the Löwdin charge analysis, in e, for atoms 1 through 99:
1. C -0.076
2. C -0.314
3. O -0.078
4. H 0.075
5. H 0.054
6. H 0.065
7. H 0.101
8. H 0.114
9. H 0.082
10. C -0.071
11. C -0.330
12. O -0.081
13. H 0.075
14. H 0.077
15. H 0.058
16. H 0.086
17. H 0.112
18. H 0.084
19. C -0.082
20. C -0.317
21. O -0.111
22. H 0.078
23. H 0.075
24. H 0.071
25. H 0.113
26. H 0.093
27. H 0.050
28. C -0.081
29. C -0.341
30. O -0.060
31. H 0.046
32. H 0.075
33. H 0.076
34. H 0.089
35. H 0.108
36. H 0.085
37. C -0.093
38. C -0.313
39. O -0.098
40. H 0.054
41. H 0.075
42. H 0.078
43. H 0.107
44. H 0.113
45. H 0.039
46. C -0.074
47. C -0.340
48. O -0.069
49. H 0.080
50. H 0.052
51. H 0.066
52. H 0.099
53. H 0.093
54. H 0.082
55. C -0.070
56. C -0.279
57. O -0.113
58. H 0.050
59. H 0.079
60. H 0.054
61. H 0.103
62. H 0.107
63. H 0.076
64. C -0.066
65. C -0.339
66. O -0.092
67. H 0.064
68. H 0.057
69. H 0.076
70. H 0.097
71. H 0.093
72. H 0.050
73. C -0.080
74. C -0.306
75. O -0.086
76. H 0.058
77. H 0.068
78. H 0.070
79. H 0.114
80. H 0.091
81. H 0.095
82. C -0.070
83. C -0.308
84. O -0.101
85. H 0.053
86. H 0.081
87. H 0.056
88. H 0.104
89. H 0.108
90. H 0.074
91. C -0.076
92. C -0.285
93. O -0.099
94. H 0.056
95. H 0.065
96. H 0.081
97. H 0.107
98. H 0.081
99. H 0.073

C46H28IN10O2Ru | ωB97M-V/def2-TZVPD

Cartesian coordinates (Å):
Ru: 0.8557 0.3093 -0.4669
C: -4.6458 -1.0788 -3.9303
C: -4.6306 0.2888 -4.1775
C: -3.7204 1.1175 -3.5455
C: -2.8449 0.5387 -2.6427
C: -1.7534 1.1046 -1.8647
N: -1.1522 0.1539 -1.1321
C: -1.7840 -1.0814 -1.3978
N: -1.9250 -2.1338 -0.4107
C: 0.0711 -1.2086 0.8323
C: -0.1682 -0.6843 2.1950
C: -2.1452 0.1755 2.1190
C: -1.1780 0.0110 4.4785
C: 0.0454 -0.3833 4.9286
C: 1.2547 -0.5211 4.1959
C: 1.1401 -0.8160 2.8591
C: 2.0323 -1.0769 1.7761
N: 3.3457 -0.8415 1.7077
C: 3.7400 -0.1320 0.6895
N: 2.8950 0.6423 -0.0784
C: 3.6484 1.5758 -0.7228
N: 3.1988 2.7102 -1.1933
C: 1.9132 3.0132 -1.2741
N: 0.8732 2.1329 -1.3724
C: -0.2844 2.8517 -1.5429
N: -1.4600 2.3802 -1.9031
C: 0.0111 4.2550 -1.4957
C: -0.8022 5.3778 -1.5570
C: -0.1977 6.6126 -1.4379
C: 1.1851 6.7258 -1.2691
C: 2.0048 5.6122 -1.2112
C: 1.4101 4.3636 -1.3310
C: 5.0609 1.2769 -0.5315
C: 6.2271 1.8543 -1.0009
C: 7.4338 1.3205 -0.5713
C: 7.4771 0.2499 0.3175
C: 6.3155 -0.3198 0.8115
C: 5.1105 0.2014 0.3747
N: 1.3602 -1.4722 0.6141
C: -2.8650 -0.8380 -2.3879
C: -3.7608 -1.6647 -3.0343
H: -5.3653 -1.6969 -4.4467
H: -5.3436 0.7063 -4.8722
H: -3.6787 2.1766 -3.7376
H: -3.0114 0.5422 1.5896
H: -2.9524 -0.0443 5.6186
H: 0.0539 -0.7921 5.9343
H: 2.1977 -0.6150 4.7086
H: -1.8685 5.2704 -1.6880
H: -0.7987 7.5105 -1.4755
H: 1.6190 7.7111 -1.1845
H: 3.0705 5.7053 -1.0707
H: 6.1855 2.6922 -1.6780
H: 8.3615 1.7394 -0.9348
H: 8.4345 -0.1368 0.6357
H: 6.3361 -1.1330 1.5195
H: -3.7825 -2.7296 -2.8569
C: -2.1030 2.2490 3.6907
C: -1.5447 0.8952 3.3208
N: -2.3009 -0.6083 5.0904
C: -2.8237 -1.6570 4.3695
C: -2.4641 -2.0623 3.1357
C: -3.0968 -3.3139 2.5871
O: -2.1378 -4.3575 2.6003
C: -1.6517 -1.2619 2.1598
C: -1.2177 -1.9983 0.8509
N: -0.9007 -2.2019 -1.4158
C: -0.6414 -3.2322 -2.2768
C: -1.1321 -4.5231 -2.0774
C: -0.6518 -5.5744 -2.8329
C: 0.2820 -5.3501 -3.8327
C: 0.7647 -4.0700 -4.0551
C: 0.3346 -3.0312 -3.2558
I: 1.2524 -1.0889 -3.3971
C: -0.6679 0.7663 2.1073
O: -0.1165 1.6323 1.3538
H: -3.0727 2.1480 4.1786
H: -2.2178 2.8576 2.7964
H: -1.4214 2.7545 4.3717
H: -3.5566 -2.2346 4.9182
H: -3.4499 -3.1327 1.5604
H: -3.9605 -3.5848 3.2059
H: -2.5775 -5.1866 2.3908
H: -0.9778 -3.0297 1.1476
H: -1.8628 -4.6763 -1.2973
H: -0.9970 -6.5770 -2.6305
H: 0.6570 -6.1716 -4.4248
H: 1.5045 -3.8883 -4.8178

Output
- HOMO energy (alpha / beta): -5.681 / -7.878 eV
- HOMO-LUMO gap (alpha / beta): 5.35 / 5.89 eV
- ⟨S²⟩: 8.85
- 2S+1: 6
- Charge: 0

For reference, the Löwdin charges in units of e are:
1. Ru 1.294
2. C -0.071
3. C -0.073
4. C 0.000
5. C -0.093
6. C -0.304
7. N 0.036
8. C -0.391
9. N 0.127
10. C -0.325
11. C -0.190
12. C 0.080
13. C -0.197
14. C 0.002
15. C 0.011
16. C -0.061
17. C -0.273
18. N 0.195
19. C -0.272
20. N 0.020
21. C -0.278
22. N 0.197
23. C -0.278
24. N 0.001
25. C -0.289
26. N 0.194
27. C -0.108
28. C -0.013
29. C -0.085
30. C -0.083
31. C -0.012
32. C -0.100
33. C -0.092
34. C -0.006
35. C -0.074
36. C -0.075
37. C -0.004
38. C -0.097
39. N 0.081
40. C -0.059
41. C -0.002
42. H 0.103
43. H 0.103
44. H 0.115
45. H 0.166
46. H 0.139
47. H 0.119
48. H 0.109
49. H 0.110
50. H 0.099
51. H 0.098
52. H 0.111
53. H 0.113
54. H 0.102
55. H 0.102
56. H 0.115
57. H 0.112
58. C 0.014
59. C -0.266
60. N 0.054
61. C -0.051
62. C -0.107
63. C -0.225
64. O -0.053
65. C -0.133
66. C -0.112
67. N 0.006
68. C -0.296
69. C -0.019
70. C -0.084
71. C -0.093
72. C -0.150
73. C -0.552
74. I 0.945
75. C -0.386
76. O 0.059
77. H 0.084
78. H 0.093
79. H 0.095
80. H 0.127
81. H 0.117
82. H 0.117
83. H 0.090
84. H 0.164
85. H 0.108
86. H 0.103
87. H 0.102
88. H 0.093

Summary of energy in eV
-94598.480; -77828.128
(order as listed above)
Summary of energy relative to the best compared isomer or geometry (same formula, charge and spin) in eV
0.000; 5.886
(order as listed above)